# C5H5ClFN

C5H5ClFN in the gas phase (wB97M-V/def2-TZVPD, OMol25).

Results
spin multiplicity: 1
E: -808.274915 hartree
energy above the lowest of the compared OMol25 structures with the same formula, charge and spin: 21.02 kcal per mole
SMILES: F[C@@]1(Cl)C=CN=CC1
frontier orbital gap: 9.8 eV

The geometry in XYZ format:
```
13
C5H5ClFN | OMol25 | wB97M-V/def2-TZVPD
F -1.37538 -0.00340 -1.63554
C -1.00954 -0.03000 -0.32830
Cl -2.58244 0.07724 0.70300
C -0.44535 -1.35168 0.01465
C 0.85970 -1.37407 0.20414
N 1.72176 -0.34342 -0.04032
C 1.35412 0.86927 -0.08450
C -0.15129 1.20293 -0.01399
H -1.11818 -2.08539 0.20715
H 1.44936 -2.28631 0.58077
H 2.00976 1.61888 -0.02970
H -0.43329 1.54309 1.09593
H -0.27922 2.16286 -0.67328
```

Mulliken atomic charge list, values in e, 2 entries: F -0.24; C 0.89